[1]
C27H46BF6N6PTi | the ωB97M-V functional and the def2-TZVPD basis

ΔE to the lowest compared entry with this formula, charge and spin (kJ/mol): 0.00
Molecular weight (g mol⁻¹): 658.35
Strongest force on any atom (eV/A): 0.77
Gap between HOMO and LUMO (spin up / spin down) (eV): 7.28 / 5.27

```
! RIJCOSX wB97M-V def2-TZVPD def2/J DEFGRID3
* xyz 3 2
Ti -0.107 0.084 -0.098
C 3.998 2.934 -0.512
C 2.660 2.258 -0.207
C 2.086 2.786 1.117
C 2.835 0.774 -0.110
C 3.996 0.063 0.040
C 3.664 -1.288 0.191
C 4.674 -2.360 0.483
C 4.657 -3.557 -0.466
C 4.549 -2.772 1.955
N 2.327 -1.410 0.114
N 1.788 -0.141 -0.071
B 1.376 -2.624 0.186
N 0.516 -2.416 1.554
N -0.233 -1.216 1.580
C -0.921 -1.129 2.692
C -0.640 -2.297 3.459
C 0.306 -3.074 2.675
C 0.854 -4.351 3.229
C 1.625 -5.294 2.325
C 1.664 -3.976 4.494
C -1.780 0.054 2.994
C -1.257 0.777 4.248
C -1.833 0.981 1.787
N 0.357 -2.608 -0.978
N -0.370 -1.448 -1.260
C -1.196 -1.707 -2.325
C -0.964 -2.995 -2.733
C -0.012 -3.549 -1.876
C 0.358 -5.001 -1.949
C -0.668 -5.782 -1.111
C 1.796 -5.399 -1.639
C -2.202 -0.746 -2.875
C -2.367 0.519 -2.056
C -1.894 -0.405 -4.340
H 3.834 3.996 -0.686
H 4.465 2.524 -1.407
H 4.690 2.835 0.325
H 1.966 2.485 -1.016
H 2.829 2.720 1.911
H 1.204 2.223 1.452
H 1.780 3.825 1.007
H 4.995 0.462 0.043
H 5.631 -1.849 0.362
H 3.858 -4.254 -0.228
H 5.601 -4.091 -0.365
H 4.565 -3.252 -1.509
H 3.563 -3.195 2.153
H 4.712 -1.931 2.629
H 5.291 -3.536 2.185
H 1.956 -3.635 0.262
H -1.049 -2.571 4.419
H -0.054 -4.861 3.584
H 2.602 -4.905 2.050
H 1.074 -5.547 1.425
H 1.788 -6.220 2.876
H 2.562 -3.417 4.232
H 1.963 -4.904 4.979
H 1.089 -3.404 5.224
H -2.785 -0.323 3.213
H -0.253 1.171 4.079
H -1.238 0.119 5.116
H -1.919 1.608 4.484
H -0.862 1.482 1.633
H -2.517 1.820 1.924
H -2.224 0.469 0.891
H -1.444 -3.509 -3.550
H 0.166 -5.250 -2.995
H -0.670 -5.449 -0.073
H -0.418 -6.842 -1.124
H -1.679 -5.671 -1.501
H 1.979 -5.502 -0.571
H 2.520 -4.701 -2.058
H 1.981 -6.372 -2.093
H -3.142 -1.308 -2.849
H -1.585 1.248 -2.265
H -2.438 0.309 -0.972
H -3.311 1.016 -2.277
H -0.930 0.098 -4.427
H -2.660 0.262 -4.733
H -1.877 -1.298 -4.961
F -0.095 1.711 -0.717
P -1.435 4.253 -0.677
F -0.911 3.973 0.797
F -1.675 3.934 -2.194
F -2.520 3.130 -0.365
F -2.163 5.567 -0.503
F 0.041 4.626 -1.043
*
```


[2]
C27H46F6O24 | the ωB97M-V functional and the def2-TZVPD basis

ΔE to the lowest compared entry with this formula, charge and spin (kJ/mol): 298.49
SMILES string: O=C1OC[C@@H](F)O1.O=C1OC[C@@H](F)O1.O=C1OC[C@@H](F)O1.O=C1OC[C@@H](F)O1.O=C1OC[C@@H](F)O1.O=C1OC[C@@H](F)O1.C1CCOC1.CO.CO.CO.CO.CO
Molecular weight (g mol⁻¹): 868.63
Strongest force on any atom (eV/A): 8.05
Gap between HOMO and LUMO (eV): 10.16

```
! RIJCOSX wB97M-V def2-TZVPD def2/J DEFGRID3
* xyz 0 1
O 15.478 -8.655 -23.132
C 15.493 -7.405 -23.351
O 15.162 -6.506 -22.430
C 15.244 -5.247 -22.963
C 16.080 -5.378 -24.256
F 17.421 -5.142 -24.093
O 15.899 -6.794 -24.453
H 14.172 -5.116 -23.110
H 15.576 -4.460 -22.285
H 15.619 -4.936 -25.139
O 17.638 -22.767 -26.572
C 17.045 -21.743 -26.808
O 15.809 -21.659 -26.899
C 15.347 -20.391 -27.359
C 16.585 -19.482 -27.094
F 16.442 -18.856 -25.964
O 17.544 -20.475 -26.975
H 15.213 -20.442 -28.440
H 14.386 -20.070 -26.956
H 16.734 -18.743 -27.881
O 12.987 -18.695 -34.839
C 13.045 -18.014 -33.863
O 13.238 -18.357 -32.631
C 12.678 -17.364 -31.753
C 13.084 -16.144 -32.668
F 14.375 -15.947 -32.558
O 12.854 -16.748 -33.899
H 11.627 -17.307 -31.469
H 13.274 -17.370 -30.840
H 12.580 -15.228 -32.360
O 14.539 -12.709 -29.769
C 14.604 -12.978 -28.566
O 14.813 -12.037 -27.725
C 15.075 -12.656 -26.498
C 14.540 -14.064 -26.548
F 13.294 -14.090 -26.086
O 14.533 -14.240 -27.998
H 16.154 -12.702 -26.344
H 14.661 -12.128 -25.638
H 15.245 -14.657 -25.965
O 19.953 -14.907 -27.526
C 20.328 -14.343 -28.595
O 19.575 -13.467 -29.160
C 20.091 -13.155 -30.420
C 21.492 -13.625 -30.311
F 22.296 -12.695 -29.831
O 21.385 -14.632 -29.286
H 19.617 -13.610 -31.290
H 20.114 -12.122 -30.767
H 21.910 -14.158 -31.166
O 10.429 -11.139 -26.565
C 9.490 -11.253 -25.935
O 8.188 -11.456 -26.377
C 7.457 -11.882 -25.289
C 8.186 -11.346 -24.103
F 8.305 -12.157 -23.083
O 9.517 -11.240 -24.596
H 6.453 -11.481 -25.429
H 7.296 -12.960 -25.304
H 7.809 -10.378 -23.775
C 12.616 -7.636 -30.796
C 12.824 -7.090 -32.234
C 13.501 -5.768 -32.004
O 14.301 -5.955 -30.828
C 13.815 -7.017 -29.986
H 12.767 -8.711 -30.696
H 11.714 -7.236 -30.334
H 12.106 -6.823 -33.009
H 13.499 -7.849 -32.631
H 12.775 -4.967 -31.864
H 14.200 -5.490 -32.792
H 13.363 -6.723 -29.039
H 14.554 -7.792 -29.782
C 13.167 -12.618 -20.932
O 14.075 -13.669 -20.636
H 13.445 -11.721 -20.380
H 12.846 -12.563 -21.972
H 12.226 -13.013 -20.548
H 14.057 -13.727 -19.678
C 18.856 -8.938 -27.789
O 19.720 -8.587 -28.830
H 18.072 -9.561 -28.219
H 19.327 -9.456 -26.954
H 18.421 -8.037 -27.357
H 19.356 -8.139 -29.598
C 17.408 -8.401 -32.932
O 17.714 -7.385 -32.029
H 18.283 -8.780 -33.460
H 16.891 -9.227 -32.443
H 16.764 -8.074 -33.748
H 16.939 -6.923 -31.701
C 10.920 -11.604 -33.882
O 10.632 -12.588 -34.863
H 9.977 -11.682 -33.342
H 11.797 -11.750 -33.251
H 11.037 -10.683 -34.454
H 10.547 -12.082 -35.674
C 16.039 -18.014 -21.323
O 15.212 -17.220 -22.180
H 16.222 -19.013 -21.719
H 17.015 -17.548 -21.182
H 15.627 -18.133 -20.320
H 15.115 -16.330 -21.834
*
```


[3]
C27H46I2N3O5 | the ωB97M-V functional and the def2-TZVPD basis

Molecular weight (g mol⁻¹): 746.49
Strongest force on any atom (eV/A): 8.70
Gap between HOMO and LUMO (eV): 6.61

```
! RIJCOSX wB97M-V def2-TZVPD def2/J DEFGRID3
* xyz 1 1
C -5.047 -2.394 0.400
C -3.892 -1.291 0.856
O -2.945 -1.921 1.795
C -1.809 -2.531 1.083
C -0.488 -2.598 2.037
C 0.844 -1.753 1.479
C 1.289 -2.537 0.127
C 0.909 -4.068 -0.135
O -0.126 -4.341 -0.978
N 0.532 -0.252 1.229
C 1.500 0.496 0.383
I 2.710 2.131 1.158
C 0.762 1.103 -0.997
C 1.969 1.235 -2.151
C -0.068 0.442 2.441
C -0.626 1.973 2.200
C -2.300 2.073 2.180
C -2.794 1.918 0.625
C -2.688 3.338 -0.186
O -1.778 4.297 0.026
O -3.667 3.558 -1.298
C -3.312 2.733 -2.467
C -2.446 3.538 -3.623
C 0.666 0.143 3.859
C 1.561 1.329 4.528
I -1.013 -0.084 5.339
N 1.417 -1.132 4.008
C 1.888 -1.812 2.748
C 3.405 -1.227 2.455
C 2.221 -3.354 3.312
C 3.162 -4.259 2.337
O 3.839 -5.291 2.908
H -5.683 -2.776 1.328
H -4.490 -3.260 -0.160
H -5.811 -1.852 -0.311
H -4.464 -0.450 1.482
H -3.390 -0.736 -0.047
H -1.611 -1.993 0.037
H -2.143 -3.638 0.791
H -0.290 -3.721 2.261
H -0.831 -2.156 3.094
H 2.474 -2.426 0.036
H 0.869 -1.918 -0.806
H 1.457 -5.046 0.278
H -0.315 -0.318 0.578
H 2.386 -0.149 -0.100
H -0.011 0.357 -1.463
H 0.368 2.194 -0.859
H 1.379 1.444 -3.166
H 2.465 0.165 -2.293
H 2.737 2.084 -1.910
H -1.142 -0.082 2.568
H -0.312 2.460 1.185
H -0.324 2.741 3.044
H -2.589 3.149 2.608
H -2.789 1.302 2.931
H -3.912 1.574 0.641
H -2.093 1.091 0.134
H -2.716 1.754 -2.206
H -4.328 2.390 -2.965
H -1.314 3.188 -3.628
H -2.550 4.720 -3.536
H -2.880 3.266 -4.694
H 1.204 1.588 5.639
H 2.703 1.007 4.674
H 1.589 2.350 3.970
H 0.858 -1.828 4.577
H 4.264 -1.833 3.023
H 3.436 -0.164 2.999
H 3.690 -1.159 1.323
H 1.273 -3.894 3.751
H 2.897 -3.134 4.276
H 3.364 -4.093 1.192
N 1.563 1.163 -6.220
C 2.764 0.763 -6.745
C 3.341 1.850 -7.363
C 2.460 2.945 -7.200
C 1.371 2.493 -6.488
H 0.919 0.569 -5.714
H 3.104 -0.258 -6.636
H 4.295 1.854 -7.875
H 2.603 3.955 -7.563
H 0.478 3.003 -6.152
*
```


[4]
C27H47BO13 | the ωB97M-V functional and the def2-TZVPD basis

SMILES string: CCCCCCC(=O)O[C@H](CCO)CB(O)O.O=C1CCCO1.O=C1CCCO1.O=C1CCCO1.O=C1CCCO1
Molecular weight (g mol⁻¹): 590.47
Strongest force on any atom (eV/A): 2.43
Gap between HOMO and LUMO (eV): 9.97

```
! RIJCOSX wB97M-V def2-TZVPD def2/J DEFGRID3
* xyz 0 1
C -1.366 -1.975 4.192
C -1.708 -2.810 2.955
C -2.237 -1.968 1.811
C -1.121 -1.094 1.197
C -1.734 0.168 0.602
C -0.725 1.121 -0.042
C 0.558 1.188 0.737
O 0.556 1.385 1.899
O 1.652 1.037 -0.013
C 2.771 0.434 0.655
C 3.573 1.374 1.550
C 4.106 2.600 0.844
O 3.120 3.354 0.166
C 3.670 -0.242 -0.367
B 2.893 -1.344 -1.200
O 2.575 -1.128 -2.512
O 2.542 -2.531 -0.652
H -0.379 -1.541 4.087
H -2.057 -1.144 4.275
H -1.360 -2.581 5.087
H -2.455 -3.547 3.233
H -0.815 -3.346 2.650
H -2.642 -2.596 1.024
H -3.000 -1.278 2.152
H -0.575 -1.626 0.416
H -0.419 -0.883 1.993
H -2.517 -0.121 -0.091
H -2.232 0.686 1.416
H -1.158 2.116 -0.005
H -0.548 0.911 -1.092
H 2.380 -0.364 1.283
H 4.441 0.814 1.890
H 3.030 1.614 2.451
H 4.528 3.256 1.603
H 4.936 2.371 0.176
H 3.065 3.021 -0.734
H 4.031 0.518 -1.063
H 4.508 -0.680 0.157
H 2.968 -0.280 -2.770
H 2.233 -3.096 -1.377
O 4.213 -0.570 5.375
C 4.908 0.394 5.261
C 5.032 1.554 6.229
C 5.723 2.617 5.381
C 6.530 1.770 4.407
O 5.754 0.576 4.211
H 5.646 1.240 7.074
H 4.053 1.872 6.575
H 6.335 3.315 5.951
H 4.975 3.195 4.836
H 7.505 1.487 4.810
H 6.674 2.263 3.448
O -3.206 -1.544 -1.740
C -4.195 -0.956 -2.079
C -4.620 -0.630 -3.498
C -5.697 0.427 -3.281
C -6.246 0.040 -1.917
O -5.126 -0.521 -1.203
H -5.022 -1.534 -3.957
H -3.779 -0.257 -4.076
H -6.458 0.451 -4.059
H -5.237 1.416 -3.230
H -7.024 -0.720 -1.981
H -6.632 0.898 -1.371
O 3.211 1.890 -3.047
C 3.294 2.885 -3.712
C 4.417 3.902 -3.694
C 3.790 5.092 -4.414
C 2.795 4.409 -5.341
O 2.371 3.229 -4.634
H 5.268 3.493 -4.240
H 4.706 4.141 -2.673
H 4.504 5.722 -4.940
H 3.257 5.717 -3.696
H 3.250 4.100 -6.285
H 1.928 5.028 -5.555
O -8.167 -2.852 -2.548
C -7.494 -3.670 -1.990
C -7.298 -5.108 -2.427
C -6.701 -5.751 -1.182
C -5.979 -4.579 -0.538
O -6.756 -3.414 -0.880
H -6.602 -5.125 -3.268
H -8.245 -5.557 -2.712
H -6.048 -6.597 -1.387
H -7.504 -6.096 -0.527
H -4.968 -4.444 -0.928
H -5.930 -4.667 0.544
*
```


[5]
C27H47CrFGeI2N3O3Si3 | the ωB97M-V functional and the def2-TZVPD basis

ΔE to the lowest compared entry with this formula, charge and spin (kJ/mol): 35.20
Molecular weight (g mol⁻¹): 943.36
Strongest force on any atom (eV/A): 1.02
Gap between HOMO and LUMO (spin up / spin down) (eV): 6.46 / 6.36

```
! RIJCOSX wB97M-V def2-TZVPD def2/J DEFGRID3
* xyz 2 6
Cr -0.278 0.699 0.155
I 2.341 0.336 -0.746
C 2.809 2.235 -1.349
I -0.362 3.206 -0.660
H 2.727 2.430 -2.405
H 3.449 2.801 -0.692
F -6.697 2.676 -0.371
C -6.253 1.429 -0.128
C -4.916 1.215 -0.041
C -4.432 -0.098 0.078
C -3.006 -0.334 0.165
O -2.242 0.675 0.193
C -2.577 -1.677 0.156
C -3.524 -2.672 0.136
N -4.843 -2.460 0.149
C -5.760 -3.588 0.150
C -5.429 -4.787 0.977
C -6.546 -3.877 1.395
C -5.338 -1.158 0.100
C -6.720 -0.910 0.067
C -7.205 0.381 -0.043
N -8.579 0.635 -0.098
C -9.468 -0.212 -0.863
C -10.725 -0.538 -0.077
N -11.389 0.761 0.304
C -10.447 1.641 1.090
C -9.195 1.897 0.267
C -1.147 -2.123 0.231
O -0.873 -3.282 0.047
O -0.235 -1.201 0.508
H -4.221 2.042 -0.117
H -3.199 -3.703 0.113
H -6.238 -3.746 -0.808
H -4.531 -4.763 1.579
H -5.665 -5.754 0.558
H -6.362 -3.245 2.254
H -7.566 -4.217 1.280
H -7.400 -1.743 0.147
H -8.983 -1.139 -1.153
H -9.756 0.296 -1.796
H -10.496 -1.052 0.855
H -11.440 -1.121 -0.655
H -12.246 0.588 0.831
H -11.665 1.254 -0.550
H -10.217 1.098 2.005
H -10.976 2.561 1.332
H -8.529 2.507 0.866
H -9.456 2.482 -0.626
C -2.816 1.676 3.225
Si -1.875 0.166 3.819
C -1.562 0.348 5.650
C -2.910 -1.381 3.644
Ge 0.287 0.001 2.734
Si 1.722 1.907 3.319
C 3.466 1.546 2.817
C 1.536 1.773 5.161
C 1.085 3.533 2.743
Si 1.409 -2.057 3.282
C 2.854 -2.280 2.141
C 1.995 -1.857 5.043
C 0.235 -3.487 3.178
H -3.885 1.456 3.153
H -2.486 2.040 2.252
H -2.693 2.491 3.941
H -2.517 0.163 6.150
H -1.233 1.346 5.927
H -0.842 -0.370 6.047
H -3.922 -1.138 3.981
H -2.522 -2.172 4.289
H -2.964 -1.777 2.635
H 3.951 0.896 3.549
H 4.025 2.486 2.788
H 3.549 1.079 1.841
H 1.646 0.769 5.561
H 0.591 2.187 5.502
H 2.338 2.386 5.585
H 1.361 3.743 1.711
H 1.513 4.314 3.380
H -0.002 3.594 2.816
H 3.532 -1.427 2.160
H 2.515 -2.440 1.115
H 3.422 -3.167 2.435
H 2.838 -1.170 5.123
H 2.335 -2.831 5.405
H 1.207 -1.520 5.719
H 0.042 -3.768 2.145
H -0.721 -3.270 3.659
H 0.677 -4.345 3.691
*
```